{
  "formula": "C27H44O3",
  "method": "the ωB97M-V functional and the def2-TZVPD basis",
  "elements": ["C", "C", "C", "C", "C", "C", "C", "C", "C", "C", "C", "C", "C", "C", "C", "C", "C", "C", "C", "C", "O", "C", "C", "C", "C", "C", "O", "C", "C", "O", "H", "H", "H", "H", "H", "H", "H", "H", "H", "H", "H", "H", "H", "H", "H", "H", "H", "H", "H", "H", "H", "H", "H", "H", "H", "H", "H", "H", "H", "H", "H", "H", "H", "H", "H", "H", "H", "H", "H", "H", "H", "H", "H", "H"],
  "positions_angstrom": [[3.30876, 4.55420, 1.03844], [2.35539, 5.08975, 1.79673], [1.66108, 4.41154, 2.88822], [1.32223, 3.10965, 2.91126], [1.47551, 2.16946, 1.83247], [1.38280, 0.83894, 1.95612], [1.19202, 0.14336, 3.28091], [1.41886, -1.36149, 3.16725], [0.50122, -2.01270, 2.12460], [0.35177, -1.16335, 0.84690], [-1.01370, -0.46947, 0.83273], [0.61100, -1.90927, -0.48601], [-0.52354, -2.77791, -1.05838], [-0.97184, -3.86231, -0.08095], [-0.04450, -3.41926, -2.37189], [-1.07124, -4.29001, -3.10228], [-2.31985, -3.51235, -3.50931], [-3.33114, -4.28960, -4.37561], [-2.74215, -4.65114, -5.74394], [-3.83517, -5.54589, -3.66625], [-4.48246, -3.47159, -4.55929], [1.02583, -0.78308, -1.46407], [1.43503, 0.43421, -0.61697], [1.48486, -0.11043, 0.80613], [1.27853, 5.33886, 4.00624], [0.24719, 6.37932, 3.51271], [0.28118, 7.55049, 4.29366], [0.45744, 6.67605, 2.01791], [1.93189, 6.53935, 1.61257], [2.16703, 7.02237, 0.31140], [3.78438, 5.13313, 0.26385], [3.66822, 3.55322, 1.19342], [0.83631, 2.73693, 3.80406], [1.65552, 2.59693, 0.85662], [0.17728, 0.32798, 3.64890], [1.88214, 0.55707, 4.02013], [1.24206, -1.82979, 4.13796], [2.46450, -1.54390, 2.91067], [-0.48044, -2.16229, 2.57758], [0.90403, -2.99720, 1.88275], [-1.81611, -1.19646, 0.93151], [-1.09091, 0.23525, 1.65649], [-1.16725, 0.07777, -0.09214], [1.47536, -2.56418, -0.32498], [-1.37585, -2.12921, -1.27645], [-0.15456, -4.55016, 0.12639], [-1.30764, -3.43352, 0.85656], [-1.79961, -4.42987, -0.49719], [0.27437, -2.63289, -3.05725], [0.83072, -4.03700, -2.15270], [-1.34862, -5.13926, -2.47957], [-0.58526, -4.68493, -3.99678], [-2.85428, -3.18267, -2.61622], [-2.01304, -2.61696, -4.06043], [-2.33022, -3.76776, -6.23010], [-3.52672, -5.06035, -6.37644], [-1.95611, -5.39347, -5.64590], [-3.04444, -6.28338, -3.57391], [-4.20942, -5.28794, -2.67938], [-4.65350, -5.97234, -4.23985], [-4.22150, -2.67546, -5.03489], [1.85139, -1.10984, -2.09541], [0.19243, -0.52499, -2.11808], [0.69419, 1.22913, -0.69708], [2.39680, 0.84130, -0.92771], [2.43034, -0.65818, 0.90912], [2.16708, 5.87690, 4.35226], [0.87241, 4.78831, 4.85442], [-0.76466, 5.98871, 3.65994], [1.13354, 7.98362, 4.16732], [-0.13163, 5.97555, 1.42027], [0.10579, 7.68676, 1.80130], [2.55402, 7.18224, 2.25031], [1.68483, 6.46550, -0.31065]],
  "lowdin_charge": [0.098, -0.213, -0.198, -0.022, -0.055, -0.190, -0.146, -0.180, -0.133, -0.401, -0.001, -0.237, -0.339, -0.044, -0.171, -0.194, -0.144, -0.628, -0.030, -0.023, -0.028, -0.133, -0.135, -0.235, -0.085, -0.369, -0.028, -0.076, -0.352, -0.021, 0.071, 0.071, 0.112, 0.097, 0.124, 0.121, 0.112, 0.113, 0.112, 0.112, 0.084, 0.088, 0.090, 0.150, 0.128, 0.092, 0.062, 0.072, 0.106, 0.123, 0.099, 0.110, 0.119, 0.125, 0.085, 0.087, 0.077, 0.081, 0.088, 0.087, 0.094, 0.113, 0.112, 0.109, 0.116, 0.162, 0.129, 0.121, 0.149, 0.092, 0.131, 0.128, 0.160, 0.102],
  "orbital_gap_ev": 8.459,
  "lumo_ev": 0.6,
  "total_charge": 0,
  "smiles": "C=C1/C(=C\\C=C2/CCC[C@]3(C)[C@@H]([C@H](C)CCCC(C)(C)O)CC[C@@H]23)C[C@@H](O)C[C@@H]1O",
  "e_homo_ev": -7.87
}

=====

{
  "formula": "H4N2O2P",
  "method": "the ωB97M-V functional and the def2-TZVPD basis",
  "elements": ["N", "N", "P", "O", "O", "H", "H", "H", "H"],
  "positions_angstrom": [[0.17136, -1.11938, -1.19751], [-0.28157, -0.72232, 0.12690], [-0.01281, 0.84975, 0.77251], [1.04469, 1.52600, -0.00113], [-0.05863, 0.65604, 2.26894], [-0.57858, -0.68948, -1.73526], [0.98823, -0.51736, -1.60686], [-0.00178, -1.57612, 0.92253], [-1.27090, 1.59287, 0.44989]],
  "lowdin_charge": [-0.130, -0.323, 0.165, -0.465, -0.493, 0.025, 0.075, 0.149, -0.002],
  "orbital_gap_ev": 9.459,
  "lumo_ev": 4.7,
  "total_charge": -1,
  "smiles": "NN[P@H](=O)[O-]",
  "e_homo_ev": -4.76
}

=====

{
  "formula": "C3H11NSi",
  "method": "the ωB97M-V functional and the def2-TZVPD basis",
  "elements": ["C", "C", "C", "N", "Si", "H", "H", "H", "H", "H", "H", "H", "H", "H", "H", "H"],
  "positions_angstrom": [[1.57933, -0.72205, -0.65388], [-2.32897, -0.71490, -0.47249], [1.73199, 0.83719, -0.48784], [1.32353, 1.41054, 0.65701], [-1.76218, 0.25419, 1.23489], [2.41739, -1.35677, -0.21925], [0.78315, -1.01210, -0.01799], [1.41142, -1.20551, -1.59250], [-2.67961, 0.09846, -1.10379], [-1.27475, -1.18050, -0.71330], [-2.94635, -1.58842, -0.43941], [2.83395, 0.98024, -0.65992], [1.17111, 1.27871, -1.32871], [1.71972, 0.87700, 1.41726], [-2.17947, 1.57968, 1.54024], [-1.68950, -0.84344, 2.20681]],
  "lowdin_charge": [-0.111, -0.293, -0.450, 0.043, 0.732, 0.085, -0.008, 0.053, -0.012, 0.015, -0.016, 0.126, 0.098, 0.026, -0.155, -0.133],
  "orbital_gap_ev": [6.904, 9.070],
  "lumo_ev": [-0.3, -0.2],
  "total_charge": 0,
  "e_homo_ev": [-7.19, -9.32]
}

=====

{
  "formula": "C5H10O2",
  "method": "the ωB97M-V functional and the def2-TZVPD basis",
  "elements": ["O", "C", "C", "C", "C", "O", "C", "H", "H", "H", "H", "H", "H", "H", "H", "H", "H"],
  "positions_angstrom": [[2.10858, 0.74485, -0.02345], [1.23534, -0.33801, 0.02746], [-0.06750, -0.26622, 0.71215], [-0.54913, 1.17608, 0.84038], [-1.66823, 1.19444, -0.17454], [-1.03931, 0.54501, -1.28859], [-0.18484, -0.46079, -0.76822], [2.84381, 0.45504, -0.57954], [1.78546, -1.24802, 0.31128], [-0.37138, -0.99880, 1.45374], [-0.78089, 1.44822, 1.86679], [0.23696, 1.83543, 0.45704], [-1.99133, 2.18620, -0.49956], [-2.54987, 0.64396, 0.20297], [-0.24715, -1.31301, -1.41900], [0.97752, -2.70925, -0.55711], [0.26194, -2.89514, -0.56180]],
  "lowdin_charge": [-0.015, -0.277, -0.207, -0.113, -0.179, -0.087, -0.202, 0.102, 0.113, 0.141, 0.121, 0.117, 0.122, 0.127, 0.083, 0.068, 0.086],
  "orbital_gap_ev": 9.267,
  "lumo_ev": 0.8,
  "total_charge": 0,
  "smiles": "O[C@H]1[C@H]2CCO[C@@H]12.[H][H]",
  "e_homo_ev": -8.43
}